(1)
C22H38O3P2PdS | the ωB97M-V functional and the def2-TZVPD basis

Summary:
**Energy above the lowest of the compared OMol25 structures with the same formula, charge and spin**: 294.4 kJ/mol
**HOMO (alpha / beta)**: -0.4449 / -0.4874 hartree
**E_tot**: -2294.63492 hartree
**HOMO-LUMO gap (alpha / beta)**: 4.6 / 5.2 eV
**Charge**: +2
**Multiplicity**: 5

Each line ends with the natural charge from an NBO analysis.
Geometry (Å):
1 P -0.315 -1.622 -1.487  0.795
2 P 2.409 -3.301 0.365  1.089
3 C 0.487 -3.236 -1.437  -0.747
4 C 0.599 -3.516 0.051  -0.765
5 H 1.436 -3.183 -1.976  0.237
6 H -0.134 -3.941 -1.974  0.241
7 H 0.123 -2.695 0.674  0.245
8 H 0.200 -4.481 0.359  0.256
9 C 3.272 -4.561 -0.620  -0.952
10 H 4.339 -4.315 -0.727  0.270
11 H 2.836 -4.725 -1.610  0.256
12 H 3.139 -5.473 -0.018  0.247
13 C 2.772 -3.831 2.032  -0.978
14 H 3.412 -4.715 1.958  0.256
15 H 1.891 -4.036 2.652  0.265
16 H 3.333 -2.966 2.405  0.264
17 C -0.271 -1.640 -3.356  -0.909
18 H -1.047 -1.003 -3.802  0.227
19 H -0.455 -2.663 -3.706  0.222
20 H 0.720 -1.342 -3.696  0.245
21 C -2.039 -2.454 -1.499  -0.905
22 H -2.034 -3.371 -0.905  0.229
23 H -2.315 -2.776 -2.503  0.234
24 H -2.826 -1.790 -1.127  0.209
25 Pd 1.747 -1.263 0.043  0.628
26 C -3.220 0.395 0.344  -0.202
27 C -3.118 0.638 -1.003  -0.193
28 C -3.877 1.276 -2.114  -0.432
29 C -5.363 1.369 -1.800  -0.474
30 C -5.856 0.006 -1.371  0.081
31 C -6.228 -0.256 -0.110  0.095
32 C -5.468 -0.949 0.962  -0.511
33 C -3.936 -0.647 1.208  -0.432
34 C 0.897 -0.271 1.631  -0.893
35 H -2.457 0.935 0.944  0.231
36 H -2.060 0.476 -1.378  0.221
37 H -3.718 0.677 -3.024  0.232
38 H -3.489 2.272 -2.395  0.267
39 H -5.422 2.115 -1.003  0.243
40 H -5.935 1.754 -2.641  0.277
41 H -5.738 -0.808 -2.101  0.266
42 H -7.204 0.093 0.220  0.270
43 H -5.596 -2.042 0.971  0.299
44 H -5.967 -0.589 1.879  0.266
45 H -3.843 -0.309 2.283  0.250
46 H -3.433 -1.644 1.164  0.245
47 H 1.780 0.286 2.043  0.210
48 H 0.411 -0.897 2.411  0.199
49 H 0.176 0.486 1.257  0.195
50 C 4.441 6.720 2.744  -0.666
51 C 4.004 5.516 1.940  0.154
52 C 3.162 5.641 0.833  -0.230
53 C 2.754 4.531 0.117  -0.123
54 C 3.233 3.229 0.447  0.393
55 C 4.128 3.122 1.534  -0.213
56 C 4.481 4.239 2.270  -0.186
57 S 3.749 0.671 -0.766  1.744
58 O 2.709 2.177 -0.175  -0.601
59 O 2.612 0.104 -1.589  -0.953
60 O 3.898 -0.097 0.501  -0.924
61 H 5.359 7.166 2.328  0.268
62 H 3.661 7.491 2.735  0.243
63 H 4.654 6.458 3.791  0.246
64 H 2.840 6.647 0.571  0.242
65 H 2.071 4.663 -0.708  0.236
66 H 4.488 2.129 1.820  0.256
67 H 5.137 4.125 3.133  0.242

Atoms 1-6, force components in eV/Å:
-2.0325 -0.8983 -2.7461
-0.7314 -1.6637 0.0648
-0.2065 -0.2949 0.1349
0.5747 -0.9114 0.7184
0.0411 -0.0466 0.1511
-0.0740 -0.3170 -0.0427



(2)
C4H7NS | the ωB97M-V functional and the def2-TZVPD basis

Summary:
**Energy above the lowest of the compared OMol25 structures with the same formula, charge and spin**: 111.6 kJ/mol
**HOMO**: -0.2923 hartree
**E_tot**: -609.51597 hartree
**HOMO-LUMO gap**: 8.0 eV
**Charge**: 0
**SMILES**: CN/C=C/C=S
**Multiplicity**: 1

Each line ends with the natural charge from an NBO analysis.
Geometry (Å):
1 C 0.495 1.780 0.604  -0.426
2 N -0.291 0.711 1.148  -0.552
3 C -0.478 -0.440 0.478  0.135
4 C 0.089 -0.718 -0.727  -0.453
5 C -0.208 -1.939 -1.422  -0.257
6 S -1.175 -3.111 -0.833  -0.103
7 H 0.274 2.736 1.078  0.214
8 H 1.586 1.601 0.693  0.194
9 H 0.345 1.908 -0.480  0.212
10 H -0.537 0.732 2.126  0.401
11 H -1.096 -1.156 0.975  0.226
12 H 0.714 -0.006 -1.256  0.210
13 H 0.282 -2.098 -2.386  0.199

Atoms 1-6, force components in eV/Å:
1.0573 0.5100 -0.4526
-0.2611 -0.0042 0.0525
0.8473 0.6653 -0.1539
-0.2129 -0.1376 -0.7415
-0.0124 0.0392 0.5612
-0.1877 -0.5104 -0.2809



(3)
C48H56ClO18PS | the ωB97M-V functional and the def2-TZVPD basis

Summary:
**HOMO**: -0.3120 hartree
**E_tot**: -4416.53869 hartree
**HOMO-LUMO gap**: 6.6 eV
**Charge**: 0
**SMILES**: CCOCCO[C@](C[C@H](C)Cl)(OC)[C@](CCCCCOC(C)=O)(OC)P(O)(O)=S.O=C1C=CC(=O)C=C1.O=C1C=CC(=O)C=C1.O=C1C=CC(=O)C=C1.O=C1C=CC(=O)C=C1.O=C1C=CC(=O)C=C1
**Multiplicity**: 1

Each line ends with the Mulliken charge.
Geometry (Å):
1 C 2.943 5.582 1.115  -1.261
2 C 1.656 4.815 0.849  -0.062
3 O 1.230 4.242 2.063  -0.341
4 C 0.053 3.480 1.905  -1.089
5 C 0.295 2.131 1.231  0.347
6 O -0.094 1.088 2.114  -0.390
7 C 0.390 -0.215 1.933  0.419
8 C 0.939 -0.542 0.558  -2.600
9 C -0.013 -0.376 -0.651  -0.041
10 C -0.105 -1.664 -1.497  -1.307
11 Cl 0.620 0.901 -1.762  -0.168
12 O -0.721 -0.998 2.344  -0.543
13 C -0.959 -2.255 1.743  -0.795
14 C 1.501 -0.475 3.021  2.656
15 C 2.825 0.302 2.756  -2.617
16 C 3.859 -0.444 1.911  -0.802
17 C 4.882 -1.227 2.757  -1.068
18 C 6.147 -0.414 3.040  -0.703
19 C 7.111 -0.528 1.865  -0.558
20 O 8.437 -0.095 2.228  -0.402
21 C 8.624 1.250 2.061  0.762
22 C 8.773 2.009 3.353  -0.948
23 O 8.688 1.782 0.951  -0.593
24 O 1.859 -1.853 2.979  -0.345
25 C 1.286 -2.726 3.938  -0.810
26 P 0.967 0.157 4.694  0.662
27 O -0.519 -0.318 5.054  -0.568
28 O 1.914 -0.570 5.755  -0.553
29 S 1.155 2.081 4.960  -0.384
30 H 3.772 4.879 1.126  0.242
31 H 3.098 6.372 0.391  0.372
32 H 2.868 5.986 2.122  0.322
33 H 1.847 4.061 0.078  0.252
34 H 0.883 5.480 0.450  0.322
35 H -0.425 3.340 2.867  0.415
36 H -0.651 4.057 1.296  0.347
37 H -0.343 2.094 0.349  0.066
38 H 1.322 2.094 0.878  0.222
39 H 1.798 0.091 0.364  1.077
40 H 1.343 -1.548 0.525  0.993
41 H -1.007 -0.099 -0.319  0.604
42 H 0.638 -1.570 -2.282  0.575
43 H 0.070 -2.553 -0.908  0.126
44 H -1.077 -1.674 -1.982  0.220
45 H -0.081 -2.884 1.654  0.357
46 H -1.459 -2.184 0.780  0.088
47 H -1.648 -2.787 2.397  0.533
48 H 2.628 1.316 2.430  0.374
49 H 3.289 0.409 3.737  0.913
50 H 4.413 0.303 1.339  0.506
51 H 3.436 -1.120 1.177  0.401
52 H 4.393 -1.508 3.687  0.234
53 H 5.116 -2.170 2.265  0.474
54 H 5.830 0.626 3.115  0.263
55 H 6.636 -0.713 3.962  0.472
56 H 7.155 -1.543 1.486  0.313
57 H 6.743 0.112 1.064  0.393
58 H 9.742 1.790 3.794  0.297
59 H 7.994 1.696 4.040  0.293
60 H 8.736 3.075 3.169  0.322
61 H 0.238 -2.518 4.133  0.297
62 H 1.326 -3.730 3.519  0.358
63 H 1.858 -2.753 4.862  0.340
64 H -1.112 0.187 4.481  0.419
65 H 1.903 0.024 6.519  0.360
66 O 9.724 4.635 -4.887  -0.557
67 C 8.842 4.324 -4.117  0.353
68 C 9.145 3.800 -2.763  -0.368
69 C 8.174 3.457 -1.919  -0.321
70 C 6.745 3.586 -2.300  0.333
71 O 5.857 3.276 -1.535  -0.477
72 C 6.440 4.111 -3.656  -0.414
73 C 7.411 4.453 -4.497  -0.315
74 H 10.193 3.715 -2.506  0.443
75 H 8.376 3.075 -0.925  0.542
76 H 5.392 4.196 -3.913  0.412
77 H 7.213 4.838 -5.489  0.404
78 O -0.843 -4.556 0.016  -0.325
79 C -1.321 -5.672 -0.022  -0.027
80 C -0.472 -6.872 -0.212  -0.374
81 C -1.006 -8.089 -0.263  -0.425
82 C -2.472 -8.294 -0.130  0.310
83 O -2.957 -9.402 -0.176  -0.555
84 C -3.317 -7.089 0.064  -0.398
85 C -2.781 -5.872 0.117  -0.255
86 H 0.593 -6.699 -0.309  0.431
87 H -0.408 -8.980 -0.404  0.409
88 H -4.381 -7.260 0.162  0.464
89 H -3.379 -4.978 0.260  0.651
90 O -5.130 1.650 -2.776  -0.658
91 C -5.091 0.674 -2.050  0.744
92 C -5.820 0.650 -0.758  -0.288
93 C -5.770 -0.422 0.030  -0.763
94 C -4.994 -1.628 -0.348  0.269
95 O -4.961 -2.607 0.369  -0.627
96 C -4.264 -1.594 -1.641  -0.365
97 C -4.310 -0.528 -2.434  -0.546
98 H -6.393 1.548 -0.502  0.432
99 H -6.293 -0.468 0.977  0.497
100 H -3.698 -2.483 -1.897  0.763
101 H -3.786 -0.483 -3.381  0.549
102 O -7.941 7.193 -3.423  -0.539
103 C -7.894 6.217 -2.708  0.262
104 C -8.619 6.183 -1.410  -0.411
105 C -8.569 5.114 -0.621  -0.465
106 C -7.789 3.915 -1.009  0.713
107 O -7.748 2.936 -0.285  -0.600
108 C -7.063 3.940 -2.301  -0.128
109 C -7.116 5.012 -3.088  -0.510
110 H -9.181 7.071 -1.151  0.407
111 H -9.088 5.066 0.328  0.418
112 H -6.491 3.043 -2.557  0.393
113 H -6.596 5.059 -4.037  0.452
114 O -9.330 -3.617 -4.922  -0.546
115 C -8.157 -3.888 -4.796  0.330
116 C -7.217 -3.800 -5.943  -0.356
117 C -5.928 -4.099 -5.805  -0.440
118 C -5.375 -4.532 -4.498  0.487
119 O -4.200 -4.800 -4.367  -0.580
120 C -6.314 -4.622 -3.353  -0.283
121 C -7.602 -4.322 -3.488  -0.384
122 H -7.642 -3.482 -6.887  0.424
123 H -5.227 -4.041 -6.627  0.437
124 H -5.888 -4.940 -2.408  0.477
125 H -8.302 -4.377 -2.664  0.438

Atoms 1-6, force components in eV/Å:
-0.3653 -0.5671 0.4229
0.3700 0.3912 -0.2604
-0.0840 -0.2619 0.2095
-0.1096 0.2120 -0.3008
-0.7509 0.5726 -0.1512
0.3332 -0.0447 -0.1175



(4)
C20H33ClN2O4 | the ωB97M-V functional and the def2-TZVPD basis

Summary:
**Energy above the lowest of the compared OMol25 structures with the same formula, charge and spin**: 63.4 kJ/mol
**HOMO**: -0.3396 hartree
**E_tot**: -1652.53769 hartree
**HOMO-LUMO gap**: 9.6 eV
**Charge**: 0
**SMILES**: CN(CC1(O)CN(C(=O)C[C@@H]2C[C@@H](O)C2(C)C)C1)C(=O)C1(Cl)CCCCC1
**Multiplicity**: 1

Each line ends with the natural charge from an NBO analysis.
Geometry (Å):
1 C -3.590 -2.832 -2.083  -0.399
2 N -2.601 -2.389 -1.137  -0.471
3 C -1.368 -1.924 -1.681  -0.242
4 C -1.529 -0.778 -2.631  0.297
5 O -2.124 -1.266 -3.809  -0.713
6 C -2.151 0.489 -1.992  -0.244
7 N -0.817 1.075 -1.994  -0.458
8 C -0.387 2.293 -1.535  0.694
9 O -1.155 3.211 -1.328  -0.602
10 C 1.094 2.453 -1.337  -0.493
11 C 1.499 2.138 0.081  -0.189
12 C 0.986 3.081 1.192  -0.423
13 C 2.355 2.962 1.882  0.108
14 O 2.316 2.029 2.942  -0.718
15 C 2.957 2.436 0.544  -0.075
16 C 3.852 1.227 0.633  -0.610
17 C 3.638 3.525 -0.229  -0.609
18 C -0.211 0.021 -2.800  -0.237
19 C -3.048 -2.130 0.137  0.675
20 O -4.210 -1.951 0.362  -0.577
21 C -2.057 -2.193 1.299  -0.073
22 Cl -2.996 -2.694 2.742  -0.036
23 C -1.488 -0.817 1.578  -0.424
24 C -0.404 -0.824 2.636  -0.403
25 C 0.673 -1.837 2.323  -0.402
26 C 0.087 -3.222 2.173  -0.392
27 C -0.995 -3.260 1.112  -0.433
28 H -4.372 -3.359 -1.553  0.224
29 H -4.044 -2.008 -2.633  0.199
30 H -3.112 -3.505 -2.794  0.200
31 H -0.697 -1.605 -0.890  0.220
32 H -0.863 -2.739 -2.220  0.210
33 H -2.342 -0.515 -4.375  0.475
34 H -2.849 1.033 -2.635  0.202
35 H -2.584 0.363 -0.999  0.214
36 H 1.668 1.848 -2.056  0.210
37 H 1.322 3.496 -1.565  0.230
38 H 1.248 1.098 0.299  0.206
39 H 0.821 4.093 0.842  0.221
40 H 0.126 2.743 1.767  0.226
41 H 2.791 3.909 2.233  0.157
42 H 3.197 1.974 3.327  0.471
43 H 4.799 1.466 1.133  0.205
44 H 3.373 0.422 1.191  0.220
45 H 4.088 0.852 -0.368  0.210
46 H 4.579 3.798 0.257  0.215
47 H 3.861 3.201 -1.247  0.210
48 H 3.026 4.430 -0.290  0.211
49 H 0.680 -0.444 -2.365  0.195
50 H -0.013 0.349 -3.821  0.195
51 H -1.076 -0.384 0.652  0.199
52 H -2.306 -0.162 1.881  0.238
53 H 0.031 0.169 2.723  0.225
54 H -0.844 -1.049 3.612  0.212
55 H 1.195 -1.552 1.394  0.181
56 H 1.427 -1.830 3.113  0.216
57 H 0.869 -3.941 1.916  0.208
58 H -0.325 -3.546 3.132  0.211
59 H -1.487 -4.234 1.125  0.230
60 H -0.517 -3.191 0.130  0.207

Atoms 1-6, force components in eV/Å:
-0.5507 -0.0774 -0.3264
-0.0717 -0.1953 0.4690
0.7089 -0.4438 0.0374
-0.0668 0.5459 -0.6033
0.1753 0.2939 -0.2151
0.0141 0.3241 -0.1504



(5)
C10H29CuO9 | the ωB97M-V functional and the def2-TZVPD basis

Summary:
**HOMO (alpha / beta)**: -0.2447 / -0.3325 hartree
**E_tot**: -2715.75077 hartree
**HOMO-LUMO gap (alpha / beta)**: 7.0 / 6.9 eV
**Charge**: 0
**Multiplicity**: 3

Each line ends with the natural charge from an NBO analysis.
Geometry (Å):
1 Cu 5.003 -7.995 25.308  0.629
2 C 1.350 -7.690 23.198  -0.645
3 C 1.786 -6.920 24.441  -0.080
4 O 2.889 -7.518 25.099  -0.856
5 H 0.264 -7.787 23.209  0.206
6 H 1.640 -8.737 23.113  0.207
7 H 1.590 -7.177 22.267  0.205
8 H 0.972 -6.930 25.166  0.159
9 H 1.903 -5.881 24.134  0.149
10 C 2.826 -4.678 21.425  -0.090
11 C 4.143 -3.964 21.144  -0.090
12 O 4.100 -2.558 21.069  -0.717
13 O 1.919 -4.368 20.445  -0.716
14 H 2.480 -4.483 22.440  0.156
15 H 2.939 -5.760 21.353  0.162
16 H 4.580 -4.371 20.232  0.160
17 H 4.837 -4.462 21.821  0.183
18 H 3.460 -2.278 20.410  0.482
19 H 1.088 -4.395 20.925  0.472
20 C 1.547 -3.382 25.202  -0.083
21 C 1.542 -1.868 25.497  -0.075
22 O 2.904 -1.437 25.910  -0.749
23 O 0.214 -3.820 24.716  -0.738
24 H 1.928 -3.910 26.077  0.168
25 H 2.317 -3.593 24.460  0.167
26 H 0.879 -1.718 26.349  0.173
27 H 1.246 -1.300 24.615  0.181
28 H 3.030 -0.491 25.803  0.479
29 H 0.161 -4.775 24.629  0.477
30 C 1.932 -11.508 23.424  -0.093
31 C 0.409 -11.444 23.180  -0.073
32 O -0.149 -12.199 24.153  -0.706
33 O 2.168 -10.799 24.642  -0.769
34 H 2.487 -10.928 22.687  0.168
35 H 2.274 -12.542 23.477  0.194
36 H 0.170 -11.892 22.215  0.170
37 H 0.123 -10.393 23.216  0.143
38 H 0.443 -12.052 24.894  0.473
39 H 1.938 -9.869 24.705  0.494
40 C 4.287 -5.657 27.373  -0.105
41 C 4.458 -6.983 28.226  -0.090
42 O 3.944 -8.224 27.744  -0.732
43 O 5.111 -5.924 26.203  -0.792
44 H 4.538 -4.717 27.864  0.200
45 H 3.252 -5.674 27.033  0.188
46 H 3.910 -6.699 29.124  0.162
47 H 5.476 -7.048 28.611  0.195
48 H 2.995 -8.249 27.608  0.498
49 H 5.622 -5.135 26.009  0.499

Atoms 1-6, force components in eV/Å:
-1.9211 0.7236 -0.2844
-1.0856 -0.0639 -0.4341
1.1218 -1.3138 -0.2260
0.5580 0.0107 0.3486
-0.3132 0.2748 -0.1148
0.6616 0.2601 0.2362